Record 1
Density functional theory data (ωB97M-V/def2-TZVPD) for an isolated ion of composition C26H40BINO7 and charge +1.

Cartesian coordinates (Å):
C: -4.83 -1.68 -1.66
C: -3.77 -1.67 -0.61
C: -3.11 -0.19 -0.22
C: -1.44 -0.22 -0.24
C: -0.79 -0.65 -1.68
C: -1.72 -0.25 -2.98
C: -0.85 -0.05 -4.36
C: 0.22 1.20 -4.33
O: -0.36 2.52 -4.65
C: 0.62 3.58 -4.29
O: -1.17 -1.38 0.63
C: -0.59 -1.01 1.96
C: -0.02 -2.42 2.49
C: 1.57 -2.62 2.72
C: 2.34 -2.43 3.99
C: -1.82 -0.72 3.05
C: -3.09 -1.74 2.91
C: -3.23 -2.60 4.34
O: -3.00 -3.94 4.31
O: -3.59 -2.00 5.63
C: 0.28 0.27 1.50
I: 0.61 1.37 3.42
C: 1.81 0.18 0.95
O: 1.94 -0.96 0.00
C: 3.34 -1.16 -0.41
C: 3.61 -1.19 -2.06
C: 5.07 -1.46 -2.76
C: 6.36 -1.71 -1.76
C: 6.11 -1.65 -0.14
C: 4.63 -1.38 0.57
N: -0.78 0.91 0.58
B: -0.42 2.15 -0.21
O: -0.99 2.56 -1.53
O: 0.57 3.13 0.37
C: -0.30 4.32 0.65
C: 0.26 5.27 1.87
H: -4.60 -2.27 -2.66
H: -5.84 -1.08 -1.54
H: -3.44 -2.69 -0.09
H: -3.48 0.11 0.85
H: -3.52 0.65 -0.95
H: -0.70 -1.84 -1.67
H: 0.29 -0.24 -1.89
H: -2.36 0.74 -2.82
H: -2.51 -1.10 -3.21
H: -0.30 -1.07 -4.61
H: -1.62 0.16 -5.25
H: 1.03 0.96 -5.18
H: 0.82 1.31 -3.34
H: 0.18 4.67 -4.43
H: 1.60 3.52 -4.97
H: 0.99 3.50 -3.19
H: -0.56 -2.72 3.51
H: -0.36 -3.26 1.72
H: 2.21 -2.98 1.78
H: 3.25 -1.66 4.02
H: 2.11 -3.07 4.94
H: -2.25 0.37 2.99
H: -1.42 -0.84 4.17
H: -2.99 -2.55 2.07
H: -4.14 -1.21 2.73
H: -3.03 -2.53 6.31
H: 2.28 1.17 0.55
H: 2.48 -0.13 1.88
H: 2.69 -1.05 -2.80
H: 5.13 -1.49 -3.95
H: 7.41 -1.94 -2.24
H: 7.01 -1.84 0.60
H: 4.49 -1.37 1.74
H: -1.64 1.26 1.10
H: -1.95 2.81 -1.39
H: -0.58 4.91 -0.33
H: -1.32 3.85 1.04
H: 1.24 5.84 1.52
H: -0.60 6.06 2.10
H: 0.49 4.66 2.84

HOMO energy	-10.76	eV
E_LUMO	-3.6589	eV
spin multiplicity	1
E_tot	-52181.4919	eV
charge	+1



Record 2
Density functional theory data (ωB97M-V/def2-TZVPD) for C26H40Cl3N3O5S3 as an isolated structure.

Cartesian coordinates (Å):
C: -6.77 0.64 -2.76
O: -6.08 -0.49 -2.28
C: -4.73 -0.58 -2.75
C: -3.84 -1.04 -1.61
C: -2.60 -1.84 -2.08
C: -2.32 -3.11 -1.26
C: -1.06 -2.98 -0.39
C: -0.39 -4.32 -0.04
C: -0.08 -4.47 1.48
C: 1.28 -3.89 1.74
C: 1.47 -2.58 2.11
O: 0.38 -1.76 2.34
C: -0.01 -1.80 3.72
C: -1.14 -0.83 4.00
C: -1.53 0.01 2.80
O: -0.66 0.03 5.05
C: 2.77 -1.97 2.24
C: 2.82 -0.49 2.53
C: 2.87 0.29 1.19
C: 1.47 0.59 0.67
S: 1.45 1.01 -1.12
C: 0.60 2.61 -1.14
S: -1.00 2.57 -1.46
N: 1.25 3.82 -0.94
C: 1.41 4.65 -2.17
C: 2.63 4.19 -2.93
O: 3.77 4.46 -2.12
C: 3.76 3.56 -1.03
C: 2.51 3.80 -0.19
C: 3.90 -2.72 2.06
O: 5.17 -2.21 2.18
C: 3.75 -4.11 1.76
N: 4.74 -4.99 1.58
S: 4.05 -6.39 1.23
N: 2.50 -5.97 1.27
C: 2.46 -4.67 1.58
H: -7.84 0.45 -2.67
H: -6.56 1.53 -2.17
H: -6.53 0.87 -3.80
H: -4.44 0.41 -3.11
H: -4.72 -1.27 -3.58
H: -4.46 -1.65 -0.95
H: -3.54 -0.16 -1.05
H: -2.76 -2.10 -3.12
H: -1.75 -1.16 -2.05
H: -3.17 -3.30 -0.62
H: -2.17 -3.94 -1.96
H: -0.37 -2.32 -0.91
H: -1.35 -2.46 0.52
H: -1.01 -5.14 -0.40
H: 0.56 -4.36 -0.57
H: -0.84 -3.91 2.00
H: -0.13 -5.51 1.78
H: 0.86 -1.57 4.35
H: -0.31 -2.81 4.00
H: -2.03 -1.35 4.35
H: -0.73 0.66 2.46
H: -2.37 0.65 3.10
H: -1.90 -0.59 1.97
H: -1.33 0.70 5.20
H: 3.76 -0.31 3.05
H: 1.97 -0.18 3.13
H: 3.42 -0.32 0.47
H: 3.40 1.23 1.32
H: 1.04 1.43 1.21
H: 0.79 -0.24 0.78
H: 1.56 5.68 -1.87
H: 0.50 4.55 -2.76
H: 2.75 4.78 -3.84
H: 2.56 3.13 -3.16
H: 4.64 3.75 -0.41
H: 3.84 2.53 -1.39
H: 2.44 3.15 0.67
H: 2.63 4.80 0.23
H: 5.23 -1.39 1.69
C: -1.37 7.42 -3.42
Cl: 0.11 8.21 -2.88
Cl: -1.21 6.87 -5.09
Cl: -1.79 6.07 -2.37
H: -2.17 8.14 -3.39

HOMO energy	-8.19	eV
E_LUMO	-0.3855	eV
spin multiplicity	1
E_tot	-112389.1436	eV



Record 3
Density functional theory data (ωB97M-V/def2-TZVPD) for C26H40Cl3N4O3SiTl as an isolated structure.

Cartesian coordinates (Å):
C: -1.59 -2.15 -3.58
C: -1.23 -2.86 -2.31
H: -1.95 -2.84 -4.36
H: -0.71 -1.62 -3.97
H: -2.36 -1.38 -3.39
C: -0.77 -4.12 -2.28
C: -0.53 -4.95 -3.49
H: -0.45 -4.57 -1.33
H: -0.06 -4.38 -4.30
H: -1.46 -5.36 -3.89
H: 0.13 -5.79 -3.26
Tl: -0.44 1.81 0.42
Cl: -2.87 1.07 0.11
Cl: 1.88 2.71 0.20
H: 0.83 5.21 4.27
H: -1.33 6.71 3.75
C: 0.81 4.95 3.20
C: -1.19 6.38 2.71
N: -0.55 5.08 2.68
H: 1.18 3.93 3.05
C: -1.25 4.00 2.34
O: -0.76 2.84 2.47
H: -2.16 6.27 2.22
H: -2.28 4.15 1.94
H: 1.46 5.66 2.67
H: -0.56 7.11 2.18
H: 2.10 -1.09 -2.46
H: 1.83 -3.60 -1.66
C: 2.96 -0.98 -1.80
C: 2.84 -3.39 -1.27
N: 2.91 -2.02 -0.78
H: 2.95 0.00 -1.31
C: 3.38 -1.75 0.48
O: 3.66 -0.63 0.90
H: 3.04 -4.09 -0.44
H: 3.47 -2.67 1.10
H: 3.89 -1.10 -2.40
H: 3.57 -3.56 -2.07
O: -0.07 -1.28 -1.38
C: -1.15 -1.99 -1.07
C: 0.19 -2.95 0.90
C: -1.05 -2.76 0.29
H: 1.06 -2.43 0.49
C: 0.30 -3.81 1.98
H: -2.09 -1.38 -1.01
C: -2.20 -3.27 0.87
H: 1.29 -4.01 2.40
C: -0.84 -4.43 2.50
C: -2.11 -4.12 1.97
H: -3.18 -3.00 0.43
H: -0.75 -5.11 3.34
H: -3.01 -4.57 2.39
Si: -0.57 3.14 -2.94
Cl: -0.27 1.18 -2.14
C: 1.13 3.90 -3.24
C: -1.61 4.08 -1.71
C: -1.44 3.13 -4.57
H: 1.76 3.80 -2.33
H: 1.02 4.97 -3.51
H: 1.63 3.38 -4.08
H: -0.82 2.70 -5.37
H: -1.66 4.18 -4.82
H: -2.39 2.58 -4.53
H: -1.74 3.64 -0.72
H: -2.62 4.17 -2.12
H: -1.17 5.08 -1.59
N: 3.51 -0.53 5.17
C: 2.49 -0.57 4.59
C: 1.23 -0.62 3.89
C: 0.11 -1.21 4.50
C: -1.13 -1.16 3.87
C: -1.19 -0.49 2.63
N: -0.11 0.06 2.06
C: 1.09 -0.02 2.64
H: 0.22 -1.71 5.45
H: -2.04 -1.61 4.27
H: -2.14 -0.39 2.08
H: 1.92 0.42 2.11

HOMO energy (spin up / spin down)	-7.70 / -5.67	eV
E_LUMO (spin up / spin down)	-1.3857 / -2.2038	eV
energy above the lowest of the compared OMol25 structures with the same formula, charge and spin	349.8	kJ/mol
spin multiplicity	1
E_tot	-89852.1170	eV